ORCA calculation (ωB97M-V/def2-TZVPD) on 2 unconnected molecules or ions with the total composition C5H7N.

Geometry (Å):
1 H 1.4767 2.8505 0.8420
2 N 0.6684 2.7389 0.2255
3 C 0.5883 1.5350 -0.1778
4 C 1.4990 0.4647 0.1690
5 C 2.2642 -0.4246 0.4505
6 H -0.2377 1.2640 -0.8369
7 H 2.9530 -1.2018 0.7034
8 C -1.6004 -1.2157 0.6180
9 C -1.4677 -1.1757 -0.7031
10 H -0.7436 -1.3764 1.2685
11 H -2.5663 -1.0913 1.1016
12 H -0.4983 -1.3167 -1.1769
13 H -2.3147 -0.9986 -1.3617

Output
HOMO level (eV): -10.235
Energy relative to the best compared isomer or geometry (same formula, charge and spin) (kcal/mol): 80.05
2S+1: 1
Kohn-Sham gap (eV): 10.8